No. 1
{"formula": "C2H2P2S", "method": "wB97M-V/def2-TZVPD", "mol_weight_g_mol": 120.053, "multiplicity": 1, "energy_ha": -1158.19254, "orbital_gap_ev": 8.6, "max_force_ev_per_a": 5.681, "total_charge": 0, "de_lowest_kcal_mol": 52.6, "elements": ["C", "C", "P", "P", "S", "H", "H"], "coordinates": [[0.738, -0.160, -1.108], [-0.607, -0.286, 0.955], [1.017, 1.430, -0.469], [-0.421, -1.304, -0.434], [-0.127, 1.335, 1.176], [1.351, -0.506, -2.024], [-1.951, -0.508, 1.904]], "forces_ev_per_a": [[0.901, 0.066, -1.175], [-5.102, -0.802, 2.366], [1.122, -0.724, -1.632], [0.733, 1.430, 1.317], [-0.504, -1.239, 0.222], [-1.067, 0.896, 1.427], [3.917, 0.372, -2.525]], "nbo_charge": [-1.05, -0.85, 0.49, 0.73, 0.19, 0.27, 0.23]}

---

No. 2
{"formula": "C18H19F3N2O2S", "method": "wB97M-V/def2-TZVPD", "mol_weight_g_mol": 384.423, "multiplicity": 1, "energy_ha": -1655.08668, "orbital_gap_ev": 9.5, "max_force_ev_per_a": 0.950, "smiles": "O=S(=O)(c1ccccc1)N1CCN(Cc2ccccc2C(F)(F)F)CC1", "total_charge": 0, "de_lowest_kcal_mol": 2.7, "elements": ["O", "S", "O", "C", "C", "C", "C", "C", "C", "N", "C", "C", "N", "C", "C", "C", "C", "C", "C", "C", "C", "F", "F", "F", "C", "C", "H", "H", "H", "H", "H", "H", "H", "H", "H", "H", "H", "H", "H", "H", "H", "H", "H", "H", "H"], "coordinates": [[-1.318, -0.390, 1.655], [-1.513, -0.298, 0.234], [-0.776, -1.181, -0.623], [-3.262, -0.522, -0.101], [-3.655, -0.989, -1.340], [-5.005, -1.105, -1.626], [-5.945, -0.750, -0.671], [-5.541, -0.286, 0.571], [-4.191, -0.170, 0.858], [-1.376, 1.302, -0.300], [-1.105, 2.267, 0.742], [0.415, 2.421, 0.963], [1.045, 1.229, 0.444], [2.385, 0.977, 0.936], [2.739, -0.466, 0.688], [1.842, -1.433, 1.132], [2.084, -2.776, 0.923], [3.239, -3.183, 0.273], [4.146, -2.240, -0.168], [3.898, -0.886, 0.034], [4.902, 0.112, -0.470], [5.972, -0.456, -1.043], [4.394, 0.947, -1.403], [5.392, 0.908, 0.504], [0.975, 1.201, -1.003], [-0.483, 1.453, -1.428], [-2.897, -1.270, -2.054], [-5.325, -1.472, -2.589], [-6.998, -0.839, -0.894], [-6.276, -0.017, 1.314], [-3.844, 0.175, 1.819], [-1.564, 3.221, 0.463], [-1.582, 1.891, 1.645], [0.627, 2.507, 2.029], [0.787, 3.333, 0.461], [2.384, 1.146, 2.018], [3.115, 1.669, 0.488], [0.937, -1.109, 1.620], [1.368, -3.507, 1.266], [3.435, -4.231, 0.107], [5.048, -2.548, -0.675], [1.292, 0.209, -1.331], [1.643, 1.955, -1.458], [-0.617, 2.465, -1.819], [-0.790, 0.737, -2.189]], "forces_ev_per_a": [[-0.260, 0.255, 0.039], [-0.852, 0.131, -0.090], [-0.091, 0.227, -0.318], [0.480, -0.077, 0.132], [0.106, -0.093, -0.106], [0.025, 0.027, 0.010], [-0.048, -0.006, -0.017], [0.040, 0.024, -0.006], [0.030, 0.009, 0.174], [-0.143, -0.898, 0.277], [-0.039, 0.266, 0.434], [-0.013, 0.061, -0.045], [0.069, 0.117, 0.062], [0.003, 0.193, 0.030], [0.232, -0.178, -0.051], [0.160, 0.065, -0.042], [0.051, -0.007, 0.013], [-0.002, -0.033, -0.007], [0.038, 0.124, -0.018], [0.007, -0.055, 0.012], [0.300, 0.274, -0.120], [0.050, -0.303, -0.037], [-0.266, 0.005, -0.077], [-0.098, -0.011, 0.239], [0.147, 0.016, -0.190], [0.253, -0.159, -0.412], [0.033, -0.070, -0.156], [-0.007, -0.036, -0.076], [-0.082, -0.012, -0.015], [-0.043, 0.018, 0.071], [-0.038, 0.046, 0.161], [0.006, -0.095, 0.033], [0.040, 0.263, 0.055], [0.025, 0.053, -0.033], [0.010, -0.030, 0.092], [0.023, 0.060, -0.069], [-0.088, -0.103, 0.147], [-0.069, 0.008, 0.065], [-0.084, -0.084, 0.036], [0.004, -0.100, -0.011], [0.039, -0.008, -0.023], [0.042, 0.094, -0.068], [-0.046, -0.067, 0.037], [-0.063, -0.087, 0.038], [0.120, 0.177, -0.169]], "nbo_charge": [-0.95, 2.31, -0.94, -0.23, -0.21, -0.21, -0.20, -0.21, -0.22, -0.66, -0.23, -0.24, -0.45, -0.26, 0.08, -0.21, -0.18, -0.22, -0.18, -0.19, 0.98, -0.32, -0.33, -0.33, -0.25, -0.24, 0.23, 0.22, 0.22, 0.22, 0.23, 0.20, 0.23, 0.21, 0.16, 0.22, 0.19, 0.24, 0.22, 0.22, 0.23, 0.23, 0.17, 0.21, 0.23]}

---

No. 3
{"formula": "H14O7", "method": "wB97M-V/def2-TZVPD", "mol_weight_g_mol": 126.105, "multiplicity": 1, "energy_ha": -535.05065, "orbital_gap_ev": 10.1, "max_force_ev_per_a": 2.362, "smiles": "O.O.O.O.O.O.O", "total_charge": 0, "de_lowest_kcal_mol": 45.9, "elements": ["O", "H", "H", "O", "H", "H", "O", "H", "H", "O", "H", "H", "O", "H", "H", "O", "H", "H", "O", "H", "H"], "coordinates": [[-0.774, 2.050, 0.827], [-0.116, 1.601, 0.311], [-0.757, 2.912, 0.423], [0.634, -0.325, -0.514], [1.242, 0.064, -1.093], [0.976, -0.208, 0.392], [-2.229, -0.238, 0.163], [-1.340, -0.591, 0.137], [-2.043, 0.674, -0.129], [2.008, 0.496, 2.279], [1.734, 1.290, 2.712], [2.882, 0.315, 2.562], [0.361, 1.574, -3.520], [1.004, 2.115, -3.046], [-0.428, 1.525, -2.947], [-1.512, -2.940, -1.927], [-0.644, -2.540, -1.985], [-1.556, -3.500, -2.686], [0.188, -1.800, 2.708], [-0.570, -1.256, 2.624], [0.932, -1.227, 2.703]], "forces_ev_per_a": [[-0.150, 0.404, 0.298], [0.581, -0.893, -0.363], [-0.252, 0.811, 0.035], [-1.366, -0.555, 1.846], [1.523, 0.792, -1.362], [0.178, -0.240, -0.394], [-0.087, 0.692, -0.282], [0.175, -0.575, -0.137], [-0.476, -0.458, 0.465], [-1.064, -0.568, -1.053], [-0.332, 0.793, 0.463], [1.382, -0.221, 0.447], [-0.337, -0.063, 0.503], [-0.204, 0.000, -0.080], [0.553, 0.040, -0.378], [-0.050, 0.405, 0.619], [0.222, 0.220, 0.150], [-0.146, -0.623, -0.760], [0.141, -1.775, 0.075], [-1.189, 0.850, -0.127], [0.897, 0.961, 0.036]], "nbo_charge": [-0.94, 0.47, 0.46, -0.97, 0.48, 0.50, -0.94, 0.47, 0.46, -0.96, 0.49, 0.48, -0.94, 0.46, 0.48, -0.93, 0.47, 0.46, -0.95, 0.47, 0.47]}